Record 1
The following is a DFT calculation (the ωB97M-V functional and the def2-TZVPD basis) of a structure of composition C29H25AsN4S2Sn in a non-equilibrium geometry.

XYZ file:
```
62
Properties=species:S:1:pos:R:3:forces:R:3
Sn 1.080054 0.143018 -1.334407 -1.0 -0.2 -0.1
S -0.425739 0.984758 -2.993477 -0.2 -0.1 1.3
C -1.843540 1.438622 -1.883348 1.0 0.4 -1.9
C -2.896473 1.949397 -2.629358 -0.6 -0.7 -0.4
C -4.039911 2.369543 -1.983520 -0.9 0.8 -0.3
C -4.128456 2.419291 -0.588825 0.6 0.1 -0.6
C -3.003315 2.028799 0.147161 -1.9 0.8 0.9
C -1.891087 1.533310 -0.521783 0.7 -0.6 1.6
As -0.539683 0.822954 0.677803 -0.3 0.1 -1.4
C -1.415446 -0.567223 1.657382 2.4 0.8 1.4
C -0.689055 -1.171602 2.705978 -1.4 0.1 -0.6
C -1.346750 -2.150241 3.421723 0.2 -0.6 1.0
C -2.671992 -2.513616 3.177617 0.2 1.9 -1.9
C -3.372872 -1.760716 2.191846 0.1 -0.7 1.5
C -2.742225 -0.763215 1.466421 -0.3 -1.1 -0.4
C 0.013606 2.356345 1.620797 1.2 1.0 1.3
C 0.685704 3.352503 0.885528 -0.7 -0.5 -0.5
C 1.059562 4.537712 1.465120 0.2 0.4 1.3
C 0.847327 4.719667 2.862182 0.0 0.1 -1.6
C 0.246029 3.733658 3.617207 0.8 0.1 -1.4
C -0.123594 2.540544 3.003092 -0.5 -0.2 -0.3
H -2.908583 1.901551 -3.721490 0.3 0.1 0.4
H -4.875395 2.762310 -2.601233 0.6 -0.5 0.6
H -5.053131 2.813424 -0.171513 0.4 -0.2 0.3
H -3.117399 2.122857 1.270888 0.7 -0.3 -1.4
H 0.253691 -0.799205 3.051047 0.6 -0.1 -0.2
H -0.831331 -2.598974 4.272288 -0.1 0.0 -0.3
H -3.136615 -3.294722 3.731175 -0.4 -0.3 0.3
H -4.436978 -1.880961 2.112086 -0.3 -0.3 -0.3
H -3.180739 -0.215757 0.665772 -0.9 0.0 -0.2
H 0.809583 3.209542 -0.183419 0.1 0.1 -0.1
H 1.531839 5.334596 0.886543 -0.2 -0.4 0.1
H 1.119316 5.665639 3.302438 0.1 0.0 0.1
H 0.162147 3.927746 4.648248 -0.4 -0.2 1.1
H -0.578575 1.782118 3.607838 -0.2 -0.4 0.2
C -3.371744 -3.560606 -0.972278 -0.7 -1.5 1.2
C -2.205808 -4.157514 -1.722959 -0.9 1.1 -0.9
C -0.919684 -3.487554 -1.472970 1.3 -1.0 -0.4
N -0.621542 -2.265339 -1.391124 0.2 1.8 0.1
N 0.761719 -2.011608 -1.432070 -1.0 0.5 0.4
C 1.521932 -3.089313 -1.518531 -2.6 -0.5 0.0
N 2.819227 -3.087393 -1.567639 0.5 -0.8 0.1
S 0.494370 -4.496433 -1.597696 1.0 -0.4 0.1
H -4.385331 -3.919893 -1.282892 1.0 0.6 -0.3
H -3.248054 -2.507428 -0.891890 -0.4 1.0 -0.4
H -3.304204 -3.906966 0.066166 0.0 0.0 0.0
H -2.352505 -4.082537 -2.801633 -0.1 0.3 -0.2
H -2.098534 -5.196205 -1.599605 0.1 -1.4 0.6
H 3.267567 -2.216188 -1.715327 0.9 0.5 0.0
H 3.277403 -3.977071 -1.626141 0.6 0.1 -0.1
N 8.519693 0.583684 -1.089596 0.1 0.1 -0.1
C 7.391157 0.520228 -1.287403 0.2 -0.4 -0.3
C 5.970579 0.392517 -1.406143 -1.2 1.2 0.0
C 5.239540 0.712179 -2.580845 2.5 -0.7 0.9
C 3.885899 0.664182 -2.598444 -1.9 0.0 0.9
C 3.147155 0.324165 -1.425165 2.3 0.3 1.6
C 3.898110 0.139575 -0.173907 -0.8 0.2 -3.0
C 5.279248 0.201073 -0.209605 -0.4 -0.9 -0.5
H 5.846970 0.917083 -3.445721 -0.3 0.3 -0.4
H 3.381232 0.982728 -3.497398 -0.2 -0.2 -0.2
H 3.426183 -0.101550 0.751828 -0.4 -0.1 0.5
H 5.819449 -0.107484 0.653180 0.4 0.3 0.7
```
Positions in Å, forces in eV/Å.

Results
DFT total energy = -4584.9674 Ha
F_max = 3.09 eV/Å
Gap between HOMO and LUMO = 7.95 eV
Total charge = +2
HOMO energy = -14.326 eV

***

Record 2
The following is a DFT calculation (the ωB97M-V functional and the def2-TZVPD basis) of a structure of composition C42H36F2Ge2N3Ru in a non-equilibrium geometry.

XYZ file:
```
86
Properties=species:S:1:pos:R:3:forces:R:3
Ru 0.142967 0.149141 0.249014 -2.8 -3.1 1.8
C -0.188031 5.378268 2.635215 0.1 -0.1 -0.1
C 0.866199 4.558450 2.243265 0.1 0.1 0.0
C 0.623269 3.273897 1.808392 0.0 -0.4 -0.1
C -0.689635 2.791391 1.750837 0.3 1.3 0.4
C -1.753642 3.638240 2.121929 0.1 -0.2 -0.2
C -1.495554 4.917288 2.562897 0.0 -0.1 0.0
N -0.957860 1.482147 1.386171 -0.9 -1.8 -0.3
N -2.082159 1.044968 1.747288 0.6 1.8 0.6
C -2.499476 -0.158989 1.317267 -0.8 -1.6 -0.5
C -3.768536 -0.615530 1.701201 0.8 0.6 0.0
C -4.211397 -1.828915 1.216603 0.3 -0.4 -0.3
C -3.372092 -2.543256 0.366446 -0.3 0.2 0.2
C -2.133830 -2.026449 0.028040 -0.1 -0.5 -0.3
N -1.683381 -0.863631 0.491071 -0.5 0.8 -0.3
H 0.018577 6.371140 3.001772 0.0 0.1 0.0
H 1.875090 4.935402 2.309650 0.1 0.0 0.0
H 1.450281 2.596648 1.586555 -0.1 0.2 0.2
H -2.763825 3.265603 2.044314 0.0 0.1 0.0
H -2.315960 5.553573 2.855700 -0.1 0.1 0.0
H -4.364774 0.005631 2.351858 0.0 0.0 0.1
H -5.184470 -2.210631 1.485359 -0.1 0.0 0.0
H -3.676807 -3.493161 -0.040054 0.0 -0.1 -0.1
H -1.494197 -2.588996 -0.638413 -0.1 0.1 0.1
C 5.668095 -1.649099 -2.568482 0.1 0.2 0.0
C 4.867906 -0.537012 -2.788407 -0.3 0.4 -0.1
C 3.565369 -0.521795 -2.315411 0.2 0.4 -0.3
C 3.057520 -1.625676 -1.627569 -1.8 0.6 0.6
C 3.866845 -2.729285 -1.400288 0.4 -0.5 0.4
C 5.161071 -2.751601 -1.895886 -0.3 -0.3 0.2
Ge 1.088736 -1.683243 -1.219780 2.2 -3.4 -2.9
C 0.283226 -1.569465 -3.091556 0.0 0.5 1.6
C 1.110857 -1.891720 -4.159772 0.7 0.1 -0.5
C 0.550242 -2.102947 -5.410707 0.4 -0.1 0.2
C -0.811548 -1.941024 -5.602167 -0.1 0.0 -0.3
C -1.628286 -1.577094 -4.543634 -0.1 0.0 0.6
C -1.074555 -1.361572 -3.290101 -0.7 0.2 -0.1
C 0.749852 -3.599074 -0.577466 0.1 1.8 0.0
C 1.245796 -4.051796 0.631834 0.1 -0.3 0.7
C 1.053165 -5.376713 1.004640 0.3 0.4 0.0
C 0.350873 -6.225507 0.169644 0.0 -0.4 0.3
C -0.152485 -5.766762 -1.033339 0.0 0.3 -0.5
C 0.037535 -4.446445 -1.414479 -0.5 -0.2 -0.3
H 6.690641 -1.654606 -2.913878 0.1 0.0 -0.1
H 5.238765 0.309283 -3.346924 0.1 0.1 0.0
H 2.917065 0.315021 -2.574166 0.1 0.0 0.0
H 3.477871 -3.579126 -0.858766 0.1 -0.1 0.0
H 5.767813 -3.633478 -1.757160 0.1 -0.1 0.0
H 2.175400 -2.014542 -4.028516 0.0 0.0 0.0
H 1.197272 -2.398861 -6.226050 0.0 0.0 0.0
H -1.231809 -2.068266 -6.590730 0.0 0.0 0.0
H -2.691894 -1.453926 -4.675748 -0.1 0.0 -0.1
H -1.712821 -1.038940 -2.476600 0.0 0.0 -0.1
H 1.785337 -3.406584 1.309104 0.0 0.1 0.0
H 1.449681 -5.718294 1.950144 0.0 -0.1 0.0
H 0.202429 -7.255751 0.463543 -0.1 0.0 0.0
H -0.689186 -6.428766 -1.694468 0.0 -0.1 -0.1
H -0.347579 -4.096992 -2.363174 -0.1 0.0 0.0
Ge 2.293072 1.393019 -0.246040 0.4 1.3 -0.4
C 2.190171 2.906852 -1.562809 0.0 -1.1 1.0
C 1.456867 2.683594 -2.725699 -0.1 -0.2 0.0
C 1.416807 3.637929 -3.725427 -0.1 0.0 0.0
C 2.067783 4.847813 -3.532974 0.0 0.0 -0.2
C 2.782930 5.081149 -2.369144 0.0 0.2 0.3
C 2.848759 4.120521 -1.371855 0.2 -0.2 -0.3
C 4.036743 1.373416 0.755048 -1.1 0.0 -0.3
C 4.395575 2.533638 1.445541 0.0 0.0 -0.3
C 5.627374 2.604517 2.071266 0.0 0.1 0.2
C 6.497234 1.524120 2.029501 0.1 0.1 0.0
C 6.152526 0.373629 1.338157 -0.2 0.0 0.2
C 4.905454 0.285504 0.740608 -0.1 -0.1 -0.2
H -0.397507 0.943438 -0.995381 1.5 1.6 0.0
H 0.917422 1.750224 -2.860258 0.0 0.0 0.0
H 0.861083 3.444711 -4.631926 0.0 0.1 0.0
H 2.012597 5.614774 -4.292036 0.1 0.0 -0.1
H 3.298914 6.019440 -2.226687 0.0 0.1 0.0
H 3.438783 4.313357 -0.487687 0.0 0.0 0.0
H 3.730326 3.385383 1.484386 0.0 0.1 0.0
H 5.906312 3.511570 2.588682 0.0 0.0 0.1
H 7.439831 1.572878 2.555338 0.1 0.1 -0.1
H 6.837814 -0.460010 1.291324 0.0 -0.1 0.0
H 4.615780 -0.637361 0.258989 0.1 0.0 -0.1
F 2.322391 -1.133924 1.540560 -0.7 0.3 0.3
C 1.203693 -0.446697 1.950780 2.9 0.4 1.0
F 0.289423 -1.406057 2.281687 -0.1 1.1 -1.2
H 1.469608 0.109471 2.866712 -0.3 0.2 -0.6
```
Positions in Å, forces in eV/Å.

Results
DFT total energy = -6233.5954 Ha
F_max = 5.02 eV/Å
Gap between HOMO and LUMO (spin up / spin down) = 3.59 / 3.50 eV
Total charge = +3
HOMO energy (spin up / spin down) = -16.258 / -16.264 eV

***

Record 3
The following is a DFT calculation (the ωB97M-V functional and the def2-TZVPD basis) of a cluster of 2 separate species, C7H12N2O in total in a non-equilibrium geometry.

XYZ file:
```
22
Properties=species:S:1:pos:R:3:forces:R:3
C -0.771803 1.442309 0.266811 1.7 3.1 1.3
C -0.078567 0.342985 0.280802 -1.5 -0.7 -1.2
C -2.227656 1.492883 0.156776 -2.4 -2.3 -3.8
C -0.606923 -1.040015 0.130265 1.8 -1.0 0.5
C -2.671879 0.035869 -0.378535 -0.1 1.5 -0.1
C -2.049809 -0.998514 0.521960 -1.6 -1.2 1.2
C 4.081680 -0.730029 -0.475588 -0.1 0.6 -4.2
N 2.757219 -0.504682 -0.092224 -3.0 0.6 0.3
N 2.374702 0.584628 0.278609 2.2 0.7 0.1
O 2.890377 1.699059 0.414393 -0.4 -0.8 -0.2
H -0.269808 2.449212 0.442692 -0.4 -1.3 -0.2
H -2.870645 1.672448 0.995669 0.3 0.4 0.9
H -2.629331 2.123513 -0.695102 0.9 0.0 1.1
H -0.563062 -1.528621 -0.854973 0.5 0.7 -0.1
H 0.065351 -1.658424 0.756212 -0.7 -0.2 0.0
H -3.782462 0.093358 -0.500415 0.9 -0.7 0.2
H -2.160844 -0.207256 -1.343773 -0.9 0.8 0.2
H -2.578560 -1.996765 0.394445 0.8 1.0 0.3
H -2.090089 -0.670581 1.580983 -0.4 -0.4 -0.4
H 4.564099 0.024495 -1.103219 0.1 0.7 0.9
H 4.120158 -1.568867 -1.141209 -0.4 -0.8 -0.3
H 4.497848 -1.056998 0.365413 2.8 -0.8 3.4
```
Positions in Å, forces in eV/Å.

Results
DFT total energy = -458.3921 Ha
2S+1 = 3
F_max = 5.03 eV/Å
Gap between HOMO and LUMO (spin up / spin down) = 8.69 / 7.43 eV
Total charge = 0
HOMO energy (spin up / spin down) = -7.726 / -9.035 eV

***

Record 4
The following is a DFT calculation (the ωB97M-V functional and the def2-TZVPD basis) of a structure of composition C5H8O.

XYZ file:
```
14
Properties=species:S:1:pos:R:3:forces:R:3
C -1.241632 -0.623121 -0.576649 0.0 0.2 0.0
C -0.653241 0.642894 -0.494476 0.0 -0.3 -0.2
C 0.030936 1.325578 0.661918 -0.1 0.0 0.0
C 1.178508 0.481284 0.189839 0.1 -0.2 -0.1
C 1.192122 -0.831155 0.621280 -0.1 0.3 0.2
O 1.038199 -1.790762 -0.238763 -0.1 0.1 -0.1
H -1.525271 -1.146562 0.337195 -0.1 0.1 -0.1
H -1.829336 -0.838948 -1.464269 0.0 0.1 0.1
H -0.006228 -1.470388 -0.692288 0.3 0.0 0.0
H -0.536524 1.167724 -1.445368 -0.1 -0.1 0.2
H -0.353198 1.026073 1.640526 0.1 0.0 -0.2
H 0.107318 2.409172 0.566229 0.1 -0.1 0.0
H 1.609555 0.704392 -0.782923 -0.1 0.0 0.1
H 0.988787 -1.056180 1.677744 0.0 0.0 -0.1
```
Positions in Å, forces in eV/Å.

Results
DFT total energy = -270.4172 Ha
F_max = 0.35 eV/Å
Gap between HOMO and LUMO = 9.17 eV
Total charge = 0
HOMO energy = -8.405 eV

***

Record 5
The following is a DFT calculation (the ωB97M-V functional and the def2-TZVPD basis) of the molecule C24H30N4O3.

XYZ file:
```
61
Properties=species:S:1:pos:R:3:forces:R:3
C -1.369712 1.723090 1.825227 0.2 -0.2 0.1
H -1.342143 2.167241 0.831195 0.0 0.1 -0.1
H -1.623283 2.502770 2.539269 -0.1 0.1 0.1
C -0.019961 1.102909 2.171886 -0.1 0.2 -0.3
C 1.089763 2.151726 2.166176 0.0 -0.4 0.3
C 2.433622 1.485775 2.451593 0.1 0.3 -0.3
C 3.574646 2.497212 2.417011 -0.2 -0.3 0.1
H 3.408355 3.281528 3.151506 0.0 0.1 0.1
H 4.523636 2.014074 2.637960 0.2 0.0 0.0
H 3.644129 2.958329 1.433579 0.0 0.1 -0.1
C 2.667497 0.372747 1.431006 0.0 0.0 0.4
N 1.606539 -0.616521 1.495487 0.2 -0.1 0.0
C 0.330375 -0.001737 1.177423 -0.1 0.1 0.3
H -0.448539 -0.766910 1.201490 0.0 0.0 -0.1
H 0.344957 0.432219 0.158489 0.0 0.0 0.1
C 1.877064 -1.761957 0.639619 -0.1 -0.2 0.2
C 1.135919 -3.017006 1.109003 0.1 0.0 -0.3
H 1.651314 -3.444917 1.968350 0.0 0.0 0.1
H 0.126959 -2.757230 1.428288 0.0 0.0 0.0
C 1.024840 -4.069822 0.000350 -0.2 0.0 0.4
N 0.249213 -3.574926 -1.118378 0.5 0.0 -0.1
C -1.082990 -3.450716 -1.042260 -0.1 0.2 -0.6
O -1.767755 -3.921314 -0.154924 -0.2 -0.2 0.4
C -1.690218 -2.630312 -2.196246 0.0 -0.4 -0.1
N -1.452352 -1.198940 -2.025457 0.0 -0.1 -0.2
C -0.259324 -0.728778 -2.473263 0.1 0.0 -0.1
O 0.577694 -1.494666 -2.942135 0.1 0.1 -0.1
C 0.065047 0.715910 -2.381920 -0.1 0.4 -0.2
C 1.410106 1.067015 -2.275403 -0.2 0.1 0.0
C 1.777495 2.400151 -2.280218 0.0 -0.1 0.0
C 0.775866 3.347221 -2.424182 0.2 -0.1 0.0
N -0.499585 3.032143 -2.555711 -0.7 -0.1 -0.1
C -0.852676 1.761211 -2.543098 0.7 0.1 0.2
O -2.178338 1.531588 -2.739201 -0.2 -0.4 0.0
C -2.801162 0.839365 -1.710221 -0.1 0.0 0.2
C -3.832849 1.500841 -1.060160 0.1 -0.1 -0.1
C -4.537295 0.880188 -0.046914 0.0 0.0 0.0
C -4.185631 -0.402755 0.334206 0.0 0.0 0.0
C -3.154485 -1.064650 -0.305219 0.0 0.1 0.0
C -2.444973 -0.459891 -1.343365 -0.2 0.5 0.1
H -2.904512 -2.065666 0.007072 0.1 -0.1 0.0
H -4.716025 -0.900156 1.131385 0.0 -0.1 0.1
H -5.347757 1.397216 0.442103 -0.1 0.1 0.1
H -4.073006 2.500394 -1.385896 0.0 0.1 0.0
H 0.992839 4.406634 -2.437247 0.1 0.1 0.0
H 2.810555 2.693686 -2.185309 0.1 0.0 0.0
H 2.145586 0.279052 -2.196982 0.0 0.0 0.0
H -2.766176 -2.803650 -2.234582 0.2 0.0 0.1
H -1.228672 -2.933458 -3.139904 -0.1 0.0 0.1
H 0.726111 -3.072462 -1.859715 -0.2 0.0 0.1
H 2.011277 -4.355201 -0.368390 0.0 -0.1 0.0
H 0.515215 -4.952150 0.395687 0.2 0.0 -0.1
H 2.951558 -1.961227 0.661978 0.0 0.0 -0.1
H 1.606168 -1.536044 -0.405866 0.1 0.0 0.0
H 3.614027 -0.127548 1.652274 0.0 0.0 -0.1
H 2.742438 0.819636 0.421102 0.0 0.0 0.0
H 2.390085 1.025487 3.443645 0.0 0.0 0.0
H 0.884093 2.920048 2.913987 0.0 0.1 0.0
H 1.123886 2.636831 1.186021 0.0 0.1 -0.1
H -0.073529 0.654592 3.168791 0.0 0.0 0.0
H -2.155927 0.971782 1.839008 -0.1 0.0 0.0
```
Positions in Å, forces in eV/Å.

Results
DFT total energy = -1377.3474 Ha
F_max = 0.76 eV/Å
Gap between HOMO and LUMO = 8.62 eV
SMILES = C[C@@H]1C[C@H](C)CN(CCCNC(=O)CN2C(=O)c3cccnc3Oc3ccccc32)C1
Total charge = 0
HOMO energy = -8.537 eV